Record 1
# C46H117N7O18

A 9-piece molecular cluster, C46H117N7O18 overall at a distorted geometry (wB97M-V/def2-TZVPD, the OMol25 dataset).

```
188
C46H117N7O18 | the OMol25 dataset | wB97M-V/def2-TZVPD
C 2.0307 -2.7800 -1.4206
O 0.6619 -3.0698 -1.4459
C 0.1302 -3.2993 -0.1548
C 0.6155 -4.7057 0.3899
N 1.7223 -4.7027 1.2300
C 2.6590 -5.8867 1.1236
C 3.7585 -5.8262 2.2425
O 4.4386 -4.6032 2.2419
C 5.2122 -4.3885 3.3653
H 2.3369 -2.1876 -0.5583
H 2.2610 -2.4826 -2.4436
H 2.5497 -3.7376 -1.3790
H -0.9507 -3.4295 -0.2075
H 0.3719 -2.5051 0.5516
H 0.8465 -5.3328 -0.4711
H -0.1489 -5.0855 1.0678
H 2.2628 -3.8497 1.2112
H 3.1934 -6.0169 0.1826
H 2.1325 -6.8326 1.2507
H 4.5998 -6.4384 1.9179
H 3.5331 -6.1030 3.2724
H 4.5726 -3.8718 4.0809
H 5.9704 -3.6850 3.0214
H 5.8165 -5.1415 3.8712
C 3.4243 0.6216 -2.5011
O 4.2377 -0.5343 -2.4093
C 5.6188 -0.3715 -2.1019
C 6.2617 -1.7333 -1.7465
N 7.6645 -1.9148 -2.1418
C 7.9700 -3.3002 -2.0107
C 9.4764 -3.3641 -2.2175
O 10.2346 -2.7992 -1.1905
C 11.6242 -3.0326 -1.2108
H 3.8436 1.4461 -3.0778
H 2.9298 1.0200 -1.6151
H 2.6265 0.3913 -3.2072
H 5.6314 0.2476 -1.2048
H 6.2107 0.2400 -2.7829
H 5.5470 -2.4146 -2.2081
H 6.2283 -2.0643 -0.7085
H 8.1894 -1.4482 -1.4159
H 7.3956 -3.7859 -2.7994
H 7.7827 -3.6624 -0.9998
H 9.8534 -2.8883 -3.1228
H 9.7419 -4.4098 -2.3724
H 12.1130 -2.1944 -0.7143
H 12.0617 -3.0900 -2.2075
H 11.9669 -3.9219 -0.6819
C 0.2825 -1.9934 3.3875
O 1.0050 -1.6406 4.4492
C 0.2404 -1.1244 5.5079
C 1.2757 -0.5282 6.5660
N 2.0564 -1.4578 7.3808
C 2.9561 -2.4075 6.6431
C 3.9631 -3.0662 7.5335
O 3.4485 -4.0636 8.4418
C 2.8061 -5.2229 7.8222
H -0.5532 -2.6703 3.5648
H 0.9745 -2.3745 2.6365
H -0.1607 -1.0894 2.9699
H -0.3447 -1.7746 6.1583
H -0.1973 -0.1545 5.2714
H 0.7697 0.2715 7.1068
H 1.9890 -0.0094 5.9255
H 1.3896 -2.0483 7.8569
H 3.5293 -1.8584 5.8960
H 2.3950 -3.2150 6.1727
H 4.4189 -2.2934 8.1525
H 4.7717 -3.5717 7.0055
H 3.0960 -5.1537 6.7737
H 1.7331 -5.1154 7.6631
H 3.1670 -6.2045 8.1290
C -8.5203 0.7143 6.1084
O -9.0165 0.1531 4.8560
C -7.9224 -0.2695 4.1693
C -8.4677 -1.1687 3.0368
N -7.8137 -2.4761 2.9741
C -6.8974 -2.6724 1.7961
C -5.6660 -1.7244 1.9152
O -5.1927 -1.6610 3.2495
C -3.9953 -0.9122 3.3699
H -7.9238 1.5868 5.8418
H -8.0052 -0.0270 6.7194
H -9.2625 1.2443 6.7054
H -7.2533 -0.9451 4.7022
H -7.4007 0.6572 3.9302
H -8.6290 -0.5647 2.1439
H -9.4555 -1.5747 3.2547
H -7.3449 -2.6714 3.8471
H -7.2795 -2.4104 0.8094
H -6.5875 -3.7109 1.9119
H -6.0091 -0.7056 1.7353
H -4.8696 -1.9454 1.2045
H -3.9872 -0.4569 4.3601
H -3.9658 -0.0742 2.6735
H -3.0830 -1.4865 3.2083
C 1.1614 2.0541 2.1210
O 2.1711 3.0689 2.0865
C 2.0462 4.1174 3.1065
C 2.5094 5.4158 2.4885
N 2.5562 6.4540 3.5141
C 2.0062 7.7145 2.8633
C 0.5266 7.9260 2.9442
O 0.1343 8.5589 1.7306
C -1.0732 9.1829 1.6301
H 0.2132 2.5019 1.8237
H 1.1955 1.4334 3.0164
H 1.3509 1.3513 1.3096
H 2.5401 3.6974 3.9827
H 0.9820 4.2484 3.3028
H 1.8097 5.5812 1.6693
H 3.5402 5.2290 2.1874
H 3.4897 6.5840 3.8772
H 2.2980 7.6989 1.8132
H 2.4821 8.6106 3.2616
H 0.1806 8.5040 3.8012
H -0.1727 7.0902 2.9232
H -1.7803 8.5923 2.2126
H -1.4798 9.2708 0.6226
H -0.9269 10.1428 2.1254
C -3.9161 -0.0396 -3.4060
O -4.4807 -1.2638 -2.8727
C -4.7395 -2.2780 -3.8165
C -5.1559 -3.6180 -3.0986
N -4.3392 -3.9181 -1.9141
C -2.9505 -4.3010 -2.2500
C -2.8826 -5.6307 -3.1112
O -3.2772 -5.1874 -4.3971
C -2.5955 -5.7890 -5.4473
H -3.0169 -0.3160 -3.9566
H -3.6508 0.5643 -2.5382
H -4.5529 0.5846 -4.0329
H -3.8506 -2.4499 -4.4235
H -5.4708 -1.9543 -4.5571
H -5.1539 -4.5058 -3.7310
H -6.1842 -3.5254 -2.7490
H -4.3163 -3.0566 -1.3875
H -2.3681 -4.4302 -1.3378
H -2.4473 -3.5450 -2.8528
H -3.5806 -6.3810 -2.7400
H -1.8807 -6.0596 -3.1328
H -2.9211 -5.2493 -6.3367
H -2.9229 -6.8226 -5.5594
H -1.5350 -5.7436 -5.1998
C -1.8759 4.9401 -3.5014
O -1.7445 4.7566 -4.9332
C -2.1671 3.5718 -5.4792
C -3.6903 3.3628 -5.5043
N -4.3779 4.2858 -6.3339
C -4.2763 4.1775 -7.8149
C -4.7201 5.6112 -8.3631
O -3.8504 6.6395 -7.7875
C -2.6408 6.6103 -8.3535
H -2.9362 4.9845 -3.2527
H -1.4004 5.8796 -3.2195
H -1.4928 4.0752 -2.9599
H -1.6341 2.7228 -5.0512
H -1.7536 3.5557 -6.4876
H -4.0077 3.7435 -4.5335
H -3.9955 2.3188 -5.5749
H -4.2813 5.2390 -6.0142
H -4.9860 3.4544 -8.2169
H -3.2365 3.9195 -8.0159
H -5.7700 5.7399 -8.0997
H -4.6242 5.6242 -9.4487
H -2.6775 6.4659 -9.4332
H -2.0123 5.8161 -7.9506
H -2.1207 7.5345 -8.1019
C 1.7754 5.2727 -2.4425
C 3.0478 6.1537 -2.5487
O 4.1806 5.5417 -2.0611
O 2.0274 3.8936 -2.6366
H 1.0351 5.7881 -3.0544
H 1.6256 5.2716 -1.3628
H 2.8676 7.0902 -2.0209
H 3.3663 6.2677 -3.5848
H 4.9762 6.0245 -2.2965
H 2.9004 3.7899 -2.2509
C -0.6604 0.3177 -1.1982
C -1.7783 -0.3601 -0.3022
O -1.3208 -0.7625 0.9324
O -0.6870 1.7881 -1.1151
H -0.9427 -0.0410 -2.1881
H 0.2878 -0.1372 -0.9114
H -2.3305 -1.1349 -0.8342
H -2.5193 0.4042 -0.0679
H -0.8472 -1.5613 0.6892
H 0.0237 2.0437 -1.7077
```

Calculated values
HOMO level (alpha / beta) in eV: 0.75 / -6.74
LUMO energy (alpha / beta) in eV: 2.08 / 2.07
⟨S²⟩: 0.75
Total charge: -1
Spin multiplicity: 2
Kohn-Sham gap (alpha / beta) in eV: 1.32 / 8.81


Record 2
# C35H95BN8O10

A 9-piece molecular cluster, C35H95BN8O10 overall at a distorted geometry (wB97M-V/def2-TZVPD, the OMol25 dataset).

```
149
C35H95BN8O10 | the OMol25 dataset | wB97M-V/def2-TZVPD
C 1.9019 -0.9710 -5.2272
O 1.4899 -2.1268 -4.5188
C 1.2025 -1.9225 -3.1489
C -0.2155 -1.4075 -2.8561
C -0.3990 0.0757 -3.1557
N -1.2430 -2.1708 -3.5747
H 2.5011 -0.3057 -4.5989
H 1.0450 -0.4261 -5.6302
H 2.5141 -1.3003 -6.0668
H 1.3062 -2.9065 -2.6820
H 1.9609 -1.2720 -2.6940
H -0.3859 -1.5458 -1.7837
H -0.4762 0.2765 -4.2244
H -1.3172 0.4424 -2.6957
H 0.4305 0.6625 -2.7543
H -1.1900 -3.1477 -3.3004
H -0.9751 -2.1773 -4.5565
C 1.3047 2.7563 0.5862
O 1.5784 2.5063 -0.7819
C 1.2312 3.5635 -1.6583
C 2.2919 4.6670 -1.7674
C 2.3217 5.6050 -0.5676
N 3.6295 4.1061 -1.9646
H 0.3958 3.3507 0.7138
H 2.1427 3.2592 1.0739
H 1.1613 1.7907 1.0744
H 1.1262 3.1011 -2.6444
H 0.2474 3.9743 -1.3948
H 2.0393 5.2655 -2.6493
H 2.7795 5.1393 0.3024
H 2.9035 6.4982 -0.7988
H 1.3148 5.9243 -0.2895
H 3.6276 3.5526 -2.8188
H 3.7797 3.4206 -1.2233
C 2.1736 6.5221 6.5403
O 3.2550 6.3585 5.6358
C 3.5328 5.0253 5.2608
C 2.6628 4.4896 4.1135
C 1.2473 4.1129 4.5386
N 2.5863 5.4293 2.9913
H 2.1175 5.6942 7.2540
H 1.2268 6.6219 6.0092
H 2.3389 7.4462 7.0917
H 4.5727 5.0296 4.9211
H 3.4863 4.3636 6.1361
H 3.1461 3.5766 3.7502
H 0.6199 4.9895 4.6977
H 0.7698 3.5131 3.7630
H 1.2550 3.5256 5.4592
H 3.5249 5.5997 2.6383
H 2.2962 6.3302 3.3640
C 0.2928 9.8844 6.2970
O -0.0839 8.7060 6.9870
C -0.2745 8.8583 8.3808
C -1.6603 9.3815 8.7878
C -1.8406 10.8796 8.5663
N -2.7446 8.6661 8.1087
H 0.9391 10.5203 6.9084
H -0.5823 10.4506 5.9710
H 0.8447 9.5816 5.4065
H -0.1582 7.8540 8.7993
H 0.5257 9.4760 8.8096
H -1.7627 9.1976 9.8614
H -1.9817 11.1247 7.5140
H -2.7233 11.2332 9.0984
H -0.9792 11.4397 8.9361
H -2.6917 7.6781 8.3418
H -2.5566 8.6968 7.1097
C 9.0340 1.9052 -0.9704
O 7.9185 1.0605 -0.7462
C 7.4067 1.0562 0.5713
C 6.4219 2.1974 0.8589
C 7.0870 3.5498 1.0950
N 5.4341 2.3349 -0.2149
H 9.6941 1.9410 -0.0999
H 8.7182 2.9160 -1.2382
H 9.5933 1.4962 -1.8129
H 6.8614 0.1129 0.6632
H 8.2214 1.0254 1.3065
H 5.8897 1.9334 1.7782
H 7.4453 3.9983 0.1692
H 6.3723 4.2479 1.5312
H 7.9309 3.4600 1.7828
H 4.9258 1.4577 -0.3059
H 5.9455 2.4138 -1.0917
C -6.9826 -6.5013 1.9293
O -7.5275 -5.5819 1.0018
C -8.8777 -5.8114 0.6480
C -9.9070 -5.2307 1.6296
C -10.0681 -6.0482 2.9072
N -9.6078 -3.8413 1.9888
H -7.3859 -7.5076 1.7845
H -7.1560 -6.1783 2.9586
H -5.9047 -6.5325 1.7677
H -9.0119 -5.3121 -0.3155
H -9.0504 -6.8822 0.4772
H -10.8722 -5.2399 1.1149
H -9.2329 -5.9069 3.5927
H -10.9711 -5.7437 3.4357
H -10.1526 -7.1142 2.6852
H -9.6066 -3.2713 1.1471
H -8.6447 -3.8078 2.3132
C -5.8920 -11.8171 -2.3504
O -4.8628 -10.8453 -2.3471
C -4.4535 -10.3924 -3.6238
C -5.3230 -9.2735 -4.2172
C -6.6540 -9.7622 -4.7791
N -5.5799 -8.2009 -3.2513
H -5.8055 -12.4925 -3.2061
H -6.8797 -11.3500 -2.3478
H -5.7960 -12.4017 -1.4356
H -3.4453 -9.9946 -3.4795
H -4.3658 -11.2380 -4.3185
H -4.7581 -8.8427 -5.0491
H -7.3707 -9.9964 -3.9922
H -7.1040 -8.9897 -5.4023
H -6.5186 -10.6535 -5.3955
H -4.6928 -7.8026 -2.9538
H -5.9514 -8.6318 -2.4077
C 7.2335 -3.4179 -4.4164
O 7.9917 -2.3556 -3.8681
C 8.2274 -1.2678 -4.7406
C 7.0867 -0.2410 -4.8105
C 5.8981 -0.7024 -5.6488
N 6.6108 0.1487 -3.4809
H 7.4505 -3.5616 -5.4787
H 6.1621 -3.2546 -4.2778
H 7.5052 -4.3272 -3.8804
H 9.1112 -0.7628 -4.3405
H 8.4947 -1.6328 -5.7413
H 7.4953 0.6527 -5.2923
H 5.2920 -1.4438 -5.1279
H 5.2475 0.1433 -5.8729
H 6.2259 -1.1336 -6.5973
H 7.3761 0.5524 -2.9489
H 6.3904 -0.7046 -2.9733
C -5.6771 -5.0681 -2.0909
B -4.6031 -3.9982 -2.5496
O -3.3594 -4.5018 -2.9525
C -4.9852 -2.4490 -2.4862
C -4.6783 -1.5695 -3.6737
O -5.4755 -0.7847 -4.0143
H -5.9121 -5.6688 -2.9574
H -5.2537 -5.7002 -1.3275
H -6.5457 -4.5517 -1.7212
H -2.9160 -4.7906 -2.1459
H -6.0482 -2.3788 -2.3298
H -4.5037 -2.0531 -1.5993
H -3.7282 -1.6015 -4.2125
```

Calculated values
HOMO level in eV: -8.70
LUMO energy in eV: 0.29
Total charge: 0
SMILES: COC[C@@H](C)N.COC[C@@H](C)N.COC[C@@H](C)N.COC[C@@H](C)N.COC[C@@H](C)N.COC[C@@H](C)N.COC[C@@H](C)N.COC[C@@H](C)N.CB(O)CC=O
Spin multiplicity: 1
Kohn-Sham gap in eV: 8.99


Record 3
# H6O3

A 3-piece molecular cluster, H6O3 overall at a distorted geometry (wB97M-V/def2-TZVPD, the OMol25 dataset).

```
9
H6O3 | the OMol25 dataset | wB97M-V/def2-TZVPD
O 0.3376 1.9868 0.6362
H 1.2710 2.0630 0.3733
H 0.2063 2.5804 1.3821
O 3.0232 1.7039 0.0060
H 2.9428 0.7399 0.0944
H 3.7164 1.6437 -0.6793
O -3.5950 -3.7110 -0.5757
H -3.5257 -2.8051 -0.8959
H -2.8017 -4.2360 -0.6841
```

Calculated values
HOMO level in eV: -10.96
LUMO energy in eV: 0.58
Total charge: 0
SMILES: O.O.O
Spin multiplicity: 1
Relative energy (zero: lowest compared OMol25 entry of this formula, charge and spin) in kJ/mol: 61.4
Kohn-Sham gap in eV: 11.53


Record 4
# C4H12S

A 2-piece molecular cluster, C4H12S overall at a distorted geometry (wB97M-V/def2-TZVPD, the OMol25 dataset).

```
17
C4H12S | the OMol25 dataset | wB97M-V/def2-TZVPD
C -2.1297 -2.2145 1.1203
S -2.5754 -2.1224 -0.6336
C -2.4492 -0.3564 -0.9297
H -2.8225 -1.6243 1.7116
H -2.1584 -3.2592 1.4018
H -1.1642 -1.7198 1.2492
H -2.1653 0.2717 -0.0884
H -3.3768 0.0099 -1.3748
H -1.7197 -0.1611 -1.7194
C 2.0158 1.2342 -0.6260
C 3.0703 1.6146 0.4310
H 2.4912 0.4471 -1.2107
H 1.1034 0.8277 -0.1949
H 1.8161 2.0394 -1.3372
H 4.0573 1.2165 0.1655
H 3.1779 2.6741 0.6524
H 2.8292 1.1223 1.3830
```

Calculated values
HOMO level in eV: -8.39
LUMO energy in eV: 0.93
Total charge: 0
SMILES: CSC.CC
Spin multiplicity: 1
Relative energy (zero: lowest compared OMol25 entry of this formula, charge and spin) in kJ/mol: 38.4
Kohn-Sham gap in eV: 9.32


Record 5
# C4H8NO2

An isolated ion of composition C4H8NO2 and charge -1 at a distorted geometry (wB97M-V/def2-TZVPD, the OMol25 dataset).

```
15
C4H8NO2 | the OMol25 dataset | wB97M-V/def2-TZVPD
C 0.1457 -0.1714 1.8356
C -0.0684 -0.5612 0.4104
N 0.0070 -1.8999 0.2391
O 0.0388 -2.5707 -0.9052
C -0.4091 0.6681 -0.4409
C 0.2327 1.2150 -1.8829
O -0.4234 1.6716 0.4764
H 1.2436 -0.4407 2.0858
H -0.6705 -0.6636 2.4232
H 0.0570 0.8556 1.7361
H 0.3616 -2.4995 1.0481
H -1.4409 0.3040 -0.7486
H 0.9850 1.9671 -1.5442
H -0.6682 1.7533 -2.2604
H 0.6089 0.3720 -2.4723
```

Calculated values
HOMO level in eV: -3.22
LUMO energy in eV: 4.29
Total charge: -1
SMILES: C/C(=[NH+]/[O-])[C@H](C)[O-]
Spin multiplicity: 1
Relative energy (zero: lowest compared OMol25 entry of this formula, charge and spin) in kJ/mol: 555.2
Kohn-Sham gap in eV: 7.50


Record 6
# C3H9N3O6

A 3-piece molecular cluster, C3H9N3O6 overall at a distorted geometry (wB97M-V/def2-TZVPD, the OMol25 dataset).

```
21
C3H9N3O6 | the OMol25 dataset | wB97M-V/def2-TZVPD
C 1.0774 -0.0513 -2.4513
N -0.1561 0.7183 -2.8041
O -0.1107 1.7906 -3.4546
O -1.2652 0.1336 -2.5913
H 1.3731 -0.7132 -3.2654
H 1.0234 -0.6861 -1.5669
H 1.8076 0.7260 -2.2261
C -2.5308 1.4397 0.2199
N -2.2535 -0.0325 0.2944
O -3.0941 -0.7851 -0.2117
O -1.2862 -0.4297 0.9383
H -1.9588 1.7846 -0.6415
H -2.2602 1.9569 1.1405
H -3.5913 1.4986 -0.0251
C 1.7323 -1.5970 2.1078
N 2.1656 -0.3532 2.8243
O 1.5160 -0.0047 3.7794
O 3.1158 0.2293 2.2975
H 1.3081 -1.2418 1.1686
H 0.8554 -2.0705 2.5494
H 2.5322 -2.3127 1.9180
```

Calculated values
HOMO level in eV: -11.24
LUMO energy in eV: -0.66
Total charge: 0
SMILES: C[N+](=O)[O-].C[N+](=O)[O-].C[N+](=O)[O-]
Spin multiplicity: 1
Relative energy (zero: lowest compared OMol25 entry of this formula, charge and spin) in kJ/mol: 66.4
Kohn-Sham gap in eV: 10.59


Record order is preserved below.
Calculated total energy: -96865.70135, -70903.99773, -6239.61688, -15177.30758, -9859.03241, -20003.12255 eV